[1]
The following is a quantum chemistry calculation of an isolated molecule of CH3NS3 in a non-equilibrium geometry, from OMol25.

Element x y z (Å)
N -1.276 1.380 0.412
S 0.261 1.170 -0.190
C 0.403 -0.579 -0.330
S -0.321 -1.762 0.586
S 1.770 -0.970 -1.368
H -1.262 2.288 0.931
H -1.323 0.829 1.318
H 1.749 -2.356 -1.358

For the largest force on an atom, the calculation gives 3.7 eV Å⁻¹. Its SMILES is NSC(=S)S. The net charge is 0. As for the relative energy (zero: lowest compared OMol25 entry of this formula, charge and spin): 11.4 kcal/mol. Its total energy is -35080.199 eV. The value obtained for the highest occupied orbital energy is -8.86 eV. The value obtained for the frontier orbital gap is 8.4 eV. The calculation puts the molar mass at 125.243 Da.

[2]
The following is a quantum chemistry calculation of a cluster of 2 separate species, CH3NSSi in total in a non-equilibrium geometry, from OMol25.

Element x y z (Å)
C -2.567 -0.148 -0.175
N -1.458 -0.276 -0.490
Si 2.074 -0.004 0.033
S -4.022 0.387 0.383
H 3.360 0.318 -0.444
H 0.969 -0.692 -0.753
H 1.644 0.415 1.446

For the largest force on an atom, the calculation gives 2.7 eV Å⁻¹. The net charge is 0. Its multiplicity is 3. As for the relative energy (zero: lowest compared OMol25 entry of this formula, charge and spin): 0.0 kcal/mol. Its total energy is -21283.956 eV. The value obtained for the highest occupied orbital energy (spin up / spin down) is -6.89 / -10.35 eV. The value obtained for the frontier orbital gap (spin up / spin down) is 7.2 / 6.7 eV. The calculation puts the molar mass at 89.195 Da.

[3]
The following is a quantum chemistry calculation of an isolated molecule of CH3NSi in a non-equilibrium geometry, from OMol25.

Element x y z (Å)
N 1.784 0.565 -1.710
C 1.090 0.158 -0.920
Si -0.627 -0.224 0.553
H 0.189 0.667 1.539
H -1.765 0.463 0.183
H -0.670 -1.629 0.355

For the largest force on an atom, the calculation gives 6.4 eV Å⁻¹. Its SMILES is N#C[SiH3]. The net charge is 0. As for the relative energy (zero: lowest compared OMol25 entry of this formula, charge and spin): 33.2 kcal/mol. Its total energy is -10450.898 eV. The value obtained for the highest occupied orbital energy is -11.45 eV. The value obtained for the frontier orbital gap is 11.1 eV. The calculation puts the molar mass at 57.128 Da.

[4]
The following is a quantum chemistry calculation of a cluster of 2 separate species, CH3O2S in total in a non-equilibrium geometry, from OMol25.

Element x y z (Å)
C 0.610 -0.250 0.971
O -1.453 -1.136 -0.250
O -1.432 1.260 -0.002
S -0.643 0.045 -0.161
H 1.287 0.587 0.878
H 1.075 -1.088 0.575
H 0.555 0.583 -2.012

For the largest force on an atom, the calculation gives 2.7 eV Å⁻¹. The net charge is -1. As for the relative energy (zero: lowest compared OMol25 entry of this formula, charge and spin): 115.6 kcal/mol. Its total energy is -16012.767 eV. The value obtained for the highest occupied orbital energy (spin up / spin down) is -3.29 / -3.33 eV. The value obtained for the frontier orbital gap (spin up / spin down) is 7.0 / 7.1 eV. The calculation puts the molar mass at 79.100 Da.

[5]
The following is a quantum chemistry calculation of a cluster of 2 separate species, CH3O3 in total, from OMol25.

Element x y z (Å)
O 1.958 -0.397 0.422
H 1.170 -0.116 0.927
O -0.779 -0.153 -1.352
C -1.203 0.160 -0.231
O -0.566 0.563 0.775
H -2.315 0.088 -0.066
H 1.735 -0.144 -0.475

For the largest force on an atom, the calculation gives 0.9 eV Å⁻¹. The net charge is -1. As for the relative energy (zero: lowest compared OMol25 entry of this formula, charge and spin): 1.9 kcal/mol. Its total energy is -7229.925 eV. The value obtained for the highest occupied orbital energy is -4.34 eV. The value obtained for the frontier orbital gap is 9.1 eV. The calculation puts the molar mass at 63.032 Da.

[6]
The following is a quantum chemistry calculation of the ion CH3O3 with charge +1 in a non-equilibrium geometry, from OMol25.

Element x y z (Å)
C -0.719 0.149 0.592
O 0.041 -0.615 -0.354
O 1.929 0.386 -1.642
O 1.251 -0.502 -1.275
H -0.054 -0.104 1.449
H -0.775 1.195 0.474
H -1.673 -0.510 0.757

For the largest force on an atom, the calculation gives 3.0 eV Å⁻¹. The net charge is +1. As for the relative energy (zero: lowest compared OMol25 entry of this formula, charge and spin): 139.0 kcal/mol. Its total energy is -7209.819 eV. The value obtained for the highest occupied orbital energy (spin up / spin down) is -18.08 / -17.98 eV. The value obtained for the frontier orbital gap (spin up / spin down) is 8.1 / 7.9 eV. The calculation puts the molar mass at 63.032 Da.

[7]
The following is a quantum chemistry calculation of a cluster of 2 separate species, CH3O3 in total in a non-equilibrium geometry, from OMol25.

Element x y z (Å)
C -1.400 -0.383 -0.011
O 1.180 -0.379 -0.045
O -2.419 0.030 -0.073
O 0.502 0.847 -0.030
H -0.528 -1.068 -0.011
H 1.761 -0.635 0.670
H 0.904 1.589 -0.500

For the largest force on an atom, the calculation gives 3.2 eV Å⁻¹. The net charge is +1. As for the relative energy (zero: lowest compared OMol25 entry of this formula, charge and spin): 10.0 kcal/mol. Its total energy is -7215.415 eV. The value obtained for the highest occupied orbital energy is -17.25 eV. The value obtained for the frontier orbital gap is 11.3 eV. The calculation puts the molar mass at 63.032 Da.

[8]
The following is a quantum chemistry calculation of a cluster of 2 separate species, CH3O3S in total in a non-equilibrium geometry, from OMol25.

Element x y z (Å)
C 1.848 0.010 0.049
O -1.922 -1.233 -0.821
O -1.909 -0.037 1.371
O -1.970 1.291 -0.742
S -1.507 0.001 -0.073
H 2.442 -0.362 0.935
H 1.357 -0.672 -0.770
H 1.662 1.002 0.052

For the largest force on an atom, the calculation gives 4.5 eV Å⁻¹. The net charge is -1. As for the relative energy (zero: lowest compared OMol25 entry of this formula, charge and spin): 73.0 kcal/mol. Its total energy is -18061.694 eV. The value obtained for the highest occupied orbital energy (spin up / spin down) is -3.83 / -4.94 eV. The value obtained for the frontier orbital gap (spin up / spin down) is 7.1 / 8.5 eV. The calculation puts the molar mass at 95.099 Da.

[9]
The following is a quantum chemistry calculation of a cluster of 2 separate species, CH3O3S in total in a non-equilibrium geometry, from OMol25.

Element x y z (Å)
C 0.346 0.308 1.416
O 2.392 0.773 -0.435
O 1.977 -1.549 0.305
O -1.639 -0.237 0.037
S 1.385 -0.259 0.040
H 0.528 1.311 1.266
H -1.920 -1.070 0.552
H 0.611 -0.377 -1.046

For the largest force on an atom, the calculation gives 3.7 eV Å⁻¹. The net charge is -1. As for the relative energy (zero: lowest compared OMol25 entry of this formula, charge and spin): 140.2 kcal/mol. Its total energy is -18058.779 eV. The value obtained for the highest occupied orbital energy (spin up / spin down) is -4.77 / -4.62 eV. The value obtained for the frontier orbital gap (spin up / spin down) is 8.2 / 7.7 eV. The calculation puts the molar mass at 95.099 Da.

[10]
The following is a quantum chemistry calculation of a cluster of 2 separate species, CH3O3S2 in total in a non-equilibrium geometry, from OMol25.

Element x y z (Å)
C 0.680 0.629 0.837
O -2.903 -2.201 -3.306
O -0.716 -3.165 -4.081
O -0.965 -1.715 -1.955
S -0.685 -0.253 0.723
S -1.494 -2.031 -3.639
H 1.490 0.193 1.533
H 0.801 1.524 0.380
H -1.686 -1.197 -1.447

For the largest force on an atom, the calculation gives 5.4 eV Å⁻¹. The net charge is -1. As for the relative energy (zero: lowest compared OMol25 entry of this formula, charge and spin): 48.2 kcal/mol. Its total energy is -28898.306 eV. The value obtained for the highest occupied orbital energy is -3.49 eV. The value obtained for the frontier orbital gap is 5.8 eV. The calculation puts the molar mass at 127.166 Da.

[11]
The following is a quantum chemistry calculation of the ion CH3O3Si with charge -1, from OMol25.

Element x y z (Å)
O 2.267 1.292 0.002
C 2.070 0.050 0.001
O 2.909 -0.862 -0.003
Si 0.147 -0.291 0.001
O -0.414 1.257 -0.004
H -0.433 -0.956 1.181
H -0.425 -0.965 -1.178
H 0.379 1.821 -0.003

For the largest force on an atom, the calculation gives 0.9 eV Å⁻¹. Its SMILES is O=C([O-])[SiH2]O. The net charge is -1. As for the relative energy (zero: lowest compared OMol25 entry of this formula, charge and spin): 0.0 kcal/mol. Its total energy is -15108.414 eV. The value obtained for the highest occupied orbital energy is -3.84 eV. The value obtained for the frontier orbital gap is 8.0 eV. The calculation puts the molar mass at 91.118 Da.

[12]
The following is a quantum chemistry calculation of the ion CH3O4PS with charge -2 in a non-equilibrium geometry, from OMol25.

Element x y z (Å)
O -2.428 0.455 -0.810
P -1.271 0.079 0.063
O -1.136 0.419 1.531
O -1.119 -1.618 -0.077
O 0.026 0.702 -0.779
C 1.234 0.632 -0.085
S 1.965 -0.992 -0.152
H -0.192 -1.932 -0.174
H 1.859 1.340 -0.533
H 1.062 0.916 1.016

For the largest force on an atom, the calculation gives 2.5 eV Å⁻¹. Its SMILES is O=[P@@]([O-])(O)OC[S-]. The net charge is -2. As for the relative energy (zero: lowest compared OMol25 entry of this formula, charge and spin): 0.0 kcal/mol. Its total energy is -29402.490 eV. The value obtained for the highest occupied orbital energy is 0.58 eV. The value obtained for the frontier orbital gap is 5.7 eV. The calculation puts the molar mass at 142.072 Da.